ORCA calculation (the ωB97M-V functional and the def2-TZVPD basis) on a 13-piece molecular cluster, C5H38N3O12 overall.

Geometry (Å):
C -2.6818 0.6203 1.3877
C -1.8754 -0.7086 1.3623
C -0.4492 -0.4906 0.8460
C -0.3708 -0.2149 -0.6593
N -0.4932 -1.4520 -1.4365
C 0.3192 -1.8314 -2.4149
N 1.2527 -0.9847 -2.9697
N -1.9755 1.7050 2.1095
H -2.8363 0.9753 0.3401
H -3.6470 0.4003 1.7707
H -1.8220 -1.1136 2.4379
H -2.3444 -1.4575 0.7651
H 0.1743 -1.3495 1.1081
H 0.0115 0.4031 1.3978
H -1.2368 0.4817 -0.9260
H 0.5648 0.3217 -0.8848
H -1.3677 -1.9747 -1.2468
H 0.2087 -2.8169 -2.8508
H 1.9147 -1.3789 -3.5769
H 1.5245 -0.1115 -2.5472
H -1.2155 1.3556 2.6834
H -2.6193 2.1605 2.7883
H -3.8208 1.1715 -2.8615
H -2.2911 1.3255 -2.3294
O -3.1310 0.8100 -2.2378
H -4.0321 -2.0750 -1.4640
H -3.2054 -0.9402 -2.0031
O -3.1312 -1.8331 -1.7589
H 0.0191 -3.6580 0.8069
H 1.2091 -4.4772 1.3710
O 0.8657 -3.5948 1.2914
H 3.0216 0.1627 0.4332
H 4.1810 -0.3494 -0.3338
O 3.2720 -0.2305 -0.3660
H 0.6209 -2.6444 2.6808
H 0.7044 -2.7904 4.2601
O 0.3335 -2.2371 3.5463
H 2.2459 1.9344 1.3672
H 1.8419 0.8300 2.3764
O 2.5550 1.1186 1.7448
H 1.8429 2.2807 -1.1697
H 2.7014 1.1162 -1.4792
O 2.0369 1.6343 -1.8496
H -0.0182 1.8897 -2.4832
H -0.8719 3.0750 -2.9378
O -0.8995 2.3037 -2.3777
H -1.3799 2.9418 0.7763
H -1.1284 2.9336 -0.7127
O -0.9410 3.4092 0.0852
H 1.9883 4.0511 0.3504
H 0.5789 3.3480 0.3317
O 1.6133 3.1484 0.3019
H 1.7025 -2.9248 -0.1018
H 2.4832 -1.6934 -0.6707
O 1.9872 -2.5234 -0.9237
H 0.9406 0.6741 4.3626
H 0.5675 -0.5804 3.5424
O 0.6453 0.4168 3.4908

Forces on atoms 1 to 6 (eV/Å):
1.25 -0.24 -1.33
0.69 0.86 2.02
0.54 1.17 0.72
-0.76 1.02 0.06
0.19 -0.33 -0.87
0.84 2.60 0.39

Properties
net charge	+1
ΔE to the lowest compared entry with this formula, charge and spin	20.2	kcal per mole